Record 1
DFT (ωB97M-V with the def2-TZVPD basis set) results for C12H24BrFNO3P in the gas phase.

The geometry in XYZ format:
```
43
Properties=species:S:1:pos:R:3:nbo_charge:R:1
C -2.34 0.14 2.08 -0.6193
C -1.65 -1.23 2.22 -0.2008
C -1.96 -2.15 1.04 -0.6051
C -0.15 -1.12 2.54 -0.2355
C 0.07 -0.61 3.98 -0.6083
C 0.67 -0.24 1.58 -0.0554
O 0.14 -0.21 0.27 -0.5734
C 0.64 0.82 -0.55 0.3442
C 0.01 2.17 -0.19 -0.6888
C 2.16 1.00 -0.54 -0.1208
O 2.36 1.77 -1.73 -0.5269
C 1.70 1.04 -2.74 0.6119
C 2.67 0.06 -3.39 -0.6881
F 1.32 1.97 -3.68 -0.3538
C 0.45 0.41 -2.05 -0.2482
N 0.45 -1.03 -2.16 -0.8409
P -1.15 1.21 -2.70 1.0470
O -2.11 0.18 -1.84 -1.0014
Br -1.22 0.23 -4.74 -0.2971
H -1.82 0.92 2.63 0.2030
H -2.41 0.42 1.03 0.2115
H -3.35 0.09 2.48 0.2088
H -2.08 -1.71 3.10 0.1947
H -1.29 -1.98 0.20 0.2203
H -2.99 -2.00 0.70 0.2035
H -1.88 -3.20 1.34 0.2020
H 0.25 -2.14 2.51 0.2040
H 0.44 0.42 4.01 0.2010
H -0.86 -0.63 4.55 0.2135
H 0.79 -1.23 4.52 0.2147
H 1.69 -0.63 1.54 0.1746
H 0.74 0.78 1.98 0.1615
H 0.14 2.90 -0.98 0.2402
H -1.05 2.05 0.05 0.2278
H 0.51 2.57 0.70 0.2167
H 2.71 0.06 -0.60 0.1867
H 2.55 1.60 0.29 0.2013
H 2.37 -0.15 -4.42 0.2324
H 2.73 -0.87 -2.84 0.2376
H 3.64 0.54 -3.40 0.2376
H -0.41 -1.41 -1.79 0.3888
H 0.54 -1.30 -3.13 0.3744
H -3.03 0.50 -1.88 0.5041
```

SMILES: CC(C)[C@H](C)CO[C@@]1(C)CO[C@](C)(F)[C@]1(N)P(O)Br
Energy, a.u.: -3767.384361
HOMO-LUMO gap, eV: 9.28
LUMO, eV: 0.55
Spin multiplicity: 1

Record 2
DFT (ωB97M-V with the def2-TZVPD basis set) results for a molecular structure, C12H24Cl12O6 at a distorted geometry.

The geometry in XYZ format:
```
54
Properties=species:S:1:pos:R:3:nbo_charge:R:1
C -1.08 9.41 33.51 -0.3190
O -0.44 8.20 33.18 -0.5164
C -0.92 7.00 33.67 1.0132
O -1.89 6.91 34.38 -0.6582
O -0.09 6.00 33.33 -0.5108
C 1.06 6.12 32.53 -0.2560
H -2.15 9.46 33.29 0.1520
H -0.60 10.05 32.77 0.1871
H -0.97 9.87 34.49 0.2557
H 1.99 6.35 33.05 0.2072
H 0.94 6.69 31.61 0.1993
H 1.13 5.09 32.19 0.2040
C -3.26 12.26 36.03 -0.2920
O -2.25 11.78 36.90 -0.5194
C -1.17 11.15 36.40 1.0605
O -0.93 10.88 35.22 -0.6713
O -0.37 10.81 37.44 -0.5214
C 0.75 10.06 37.29 -0.3248
H -3.43 11.50 35.26 0.1743
H -3.05 13.14 35.42 0.1962
H -4.17 12.48 36.59 0.2260
H 1.32 10.17 38.21 0.2118
H 1.45 10.53 36.60 0.1853
H 0.66 8.98 37.17 0.1795
C -4.65 9.68 37.37 -0.4324
Cl -4.05 11.12 38.24 -0.0154
Cl -5.69 8.67 38.38 -0.0360
H -5.20 10.01 36.49 0.2010
H -3.79 9.10 37.06 0.1892
C -1.65 7.92 36.33 -0.4022
Cl -2.19 8.98 37.63 0.1099
Cl 0.15 7.84 36.22 0.0689
H -2.06 6.94 36.55 0.2571
H -2.08 8.31 35.41 0.1904
C -0.21 5.52 35.70 -0.4435
Cl 1.54 5.30 35.48 -0.0380
Cl -1.28 4.15 35.25 0.0140
H -0.49 5.91 36.68 0.2036
H -0.47 6.42 35.15 0.2434
C -3.27 5.56 38.40 -0.4329
Cl -3.19 7.29 38.69 -0.0130
Cl -2.76 5.23 36.66 -0.0080
H -2.70 4.96 39.11 0.2261
H -4.34 5.40 38.50 0.2218
C -4.58 9.88 34.60 -0.4840
Cl -5.11 11.45 35.20 0.0219
Cl -3.06 9.24 35.33 0.0790
H -5.34 9.10 34.59 0.2559
H -4.33 10.20 33.59 0.2407
C -1.03 10.17 39.46 -0.3363
Cl -2.43 9.69 40.47 -0.0565
Cl 0.53 9.48 40.16 -0.0864
H -1.23 9.76 38.47 0.1843
H -0.96 11.26 39.46 0.2150
```

Energy, a.u.: -6444.311922
HOMO-LUMO gap, eV: 8.97
LUMO, eV: 0.30
Spin multiplicity: 1

Record 3
DFT (ωB97M-V with the def2-TZVPD basis set) results for a molecular structure, C12H24Cl2N3O2P2Tc at a distorted geometry.

The geometry in XYZ format:
```
46
Properties=species:S:1:pos:R:3:lowdin_spin:R:1
C 0.65 -3.20 -2.35 -0.0001
C 0.26 -2.21 -1.32 -0.0021
H -0.11 -3.95 -2.56 -0.0001
H 1.49 -3.69 -1.89 0.0002
H 0.98 -2.76 -3.30 -0.0001
O -0.68 -2.17 -0.55 -0.0023
Cl 1.71 -1.50 -0.28 0.0440
Tc -0.40 0.88 -0.86 1.3128
P 0.05 0.95 -3.17 0.0705
C -1.43 1.63 -3.95 0.0223
C 1.30 2.23 -3.45 0.0207
H 1.56 -0.72 -4.06 0.0001
H 0.63 0.11 -5.31 0.0004
H -0.13 -1.16 -4.34 0.0002
C 0.58 -0.34 -4.32 -0.0018
H 2.20 2.00 -2.88 0.0002
H 1.55 2.25 -4.52 0.0038
H -1.20 1.85 -4.99 0.0052
H -1.72 2.55 -3.44 0.0004
H 0.92 3.20 -3.14 0.0009
H -2.25 0.93 -3.89 -0.0001
C -2.23 0.75 -1.01 0.0380
O -3.41 0.68 -1.06 0.0983
Cl -0.11 2.97 -0.39 0.2882
C 1.25 -0.79 3.94 0.0200
N 1.28 0.62 3.48 0.2859
C 0.07 1.32 4.00 0.0097
N -1.21 0.67 3.62 0.4315
C -1.19 -0.74 4.05 0.0237
N 0.00 -1.49 3.54 0.0402
C -0.08 -1.67 2.09 0.0041
P -0.14 0.00 1.18 0.1176
C 1.40 0.76 2.03 0.0490
C -1.49 0.81 2.19 0.0764
H 1.29 -0.80 5.04 0.0010
H 2.11 -1.34 3.49 0.0047
H 0.07 2.36 3.62 0.0000
H 0.13 1.34 5.10 0.0008
H -2.10 -1.25 3.67 0.0034
H -1.14 -0.77 5.16 0.0023
H 0.78 -2.24 1.73 0.0043
H -0.98 -2.24 1.84 0.0029
H 1.45 1.82 1.71 0.0016
H 2.26 0.18 1.66 0.0088
H -2.43 0.29 1.95 0.0097
H -1.55 1.88 1.90 0.0028
```

Charge: +3
Energy, a.u.: -2469.122486
HOMO-LUMO gap (spin up / spin down), eV: 6.34 / 5.25
LUMO (spin up / spin down), eV: -12.45 / -13.33
Spin multiplicity: 4

Question: Which of these has the highest energy?
Answer: C12H24Cl2N3O2P2Tc

Question: Which value of energy does entry 2 give?
Answer: -6444.311922 a.u.

Question: What is the formula in the second record?
Answer: C12H24Cl12O6